## 1
This record from the Open Molecules 2025 dataset describes the molecule C24H31N3O4. The level of theory is ωB97M-V/def2-TZVPD.

The geometry in XYZ format:
```
62
C24H31N3O4 ωB97M-V/def2-TZVPD
C 1.293 3.245 4.506
O 2.305 2.461 3.926
C 1.957 1.233 3.428
C 0.722 0.621 3.589
C 0.473 -0.615 3.022
C 1.435 -1.282 2.257
C 2.685 -0.666 2.131
C 2.939 0.559 2.707
H 3.905 1.026 2.596
H 3.477 -1.133 1.567
N 1.154 -2.524 1.719
C 2.152 -3.310 1.042
C 2.201 -2.970 -0.456
N 0.865 -2.816 -1.021
C -0.164 -3.385 -0.181
C -0.185 -2.852 1.273
H -0.623 -3.620 1.927
H -0.808 -1.959 1.324
H -1.137 -3.215 -0.637
H 0.006 -4.467 -0.170
C 0.608 -1.565 -1.716
C 0.268 -0.371 -0.840
C 1.262 0.551 -0.544
C 1.038 1.666 0.260
C -0.226 1.816 0.767
C -1.238 0.903 0.469
C -1.024 -0.188 -0.334
H -1.838 -0.849 -0.575
O -2.396 1.291 1.090
C -2.084 2.473 1.788
O -0.727 2.800 1.581
H -2.269 2.325 2.864
H -2.720 3.297 1.424
H 1.820 2.371 0.481
H 2.252 0.413 -0.954
C -0.450 -1.784 -2.819
N -0.751 -0.550 -3.502
C -1.970 0.038 -3.419
O -2.925 -0.512 -2.915
C -2.019 1.449 -3.995
C -1.699 2.415 -2.850
H -2.435 2.300 -2.058
H -0.712 2.217 -2.433
H -1.727 3.443 -3.206
C -3.401 1.730 -4.576
H -4.159 1.521 -3.826
H -3.482 2.769 -4.886
H -3.589 1.091 -5.436
H -1.260 1.551 -4.778
H 0.027 -0.024 -3.866
H -0.070 -2.530 -3.525
H -1.396 -2.141 -2.414
H 1.546 -1.329 -2.237
H 2.766 -2.044 -0.589
H 2.725 -3.771 -0.997
H 1.885 -4.364 1.176
H 3.129 -3.160 1.502
H -0.489 -1.072 3.196
H -0.059 1.090 4.167
H 1.760 4.199 4.749
H 0.469 3.412 3.805
H 0.907 2.792 5.426
```

The SMILES is COc1ccc(N2CCN([C@@H](CNC(=O)C(C)C)c3ccc4c(c3)OCO4)CC2)cc1. Its net charge is 0. As for the gap between HOMO and LUMO: 7.8 eV. As for the HOMO energy: -0.2600 Ha. For the LUMO energy, the calculation gives 0.701 eV.

These are the Mulliken partial charges, in e, on atoms 1 to 8:
1. C -0.661
2. O -0.491
3. C 0.600
4. C -0.430
5. C -0.457
6. C 0.608
7. C -0.163
8. C -1.155

## 2
This record from the Open Molecules 2025 dataset describes the molecule C24H31N3O4. The level of theory is ωB97M-V/def2-TZVPD.

The geometry in XYZ format:
```
62
C24H31N3O4 ωB97M-V/def2-TZVPD
C 3.249 0.012 2.578
H 3.043 0.510 1.626
O 2.079 -0.535 3.153
C 1.388 -1.472 2.460
C 1.770 -1.996 1.231
C 0.971 -2.926 0.577
C -0.232 -3.330 1.147
C -0.595 -2.835 2.396
C 0.204 -1.925 3.049
H -0.072 -1.534 4.015
H -1.516 -3.175 2.845
O -1.051 -4.232 0.489
C -2.042 -3.604 -0.304
H -1.591 -2.961 -1.068
H -2.719 -3.006 0.315
H -2.601 -4.407 -0.781
C 1.393 -3.463 -0.773
C 1.442 -2.319 -1.710
N 0.472 -1.763 -2.356
N 0.982 -0.675 -2.979
C 2.238 -0.621 -2.681
O 2.601 -1.643 -1.878
C 3.226 0.428 -3.031
H 3.473 0.376 -4.093
H 4.127 0.242 -2.446
C 2.648 1.808 -2.689
C 2.068 1.770 -1.276
O 2.774 1.709 -0.286
N 0.727 1.797 -1.237
H 0.213 1.709 -2.099
C -0.049 1.789 -0.015
C -0.981 3.008 0.047
C -2.051 2.923 -1.042
C -2.869 1.646 -0.858
C -1.953 0.426 -0.945
C -0.883 0.512 0.143
C -1.555 0.545 1.515
C -2.477 1.760 1.603
C -3.545 1.674 0.513
H -4.215 2.534 0.581
H -4.144 0.772 0.651
C -1.656 3.036 1.418
H -2.304 3.912 1.491
H -0.901 3.109 2.203
H -2.960 1.779 2.587
H -0.797 0.593 2.298
H -2.128 -0.373 1.663
H -0.225 -0.361 0.078
H -1.492 0.353 -1.931
H -2.538 -0.485 -0.798
H -3.633 1.586 -1.641
H -2.706 3.795 -0.971
H -1.595 2.940 -2.034
H -0.385 3.917 -0.091
H 0.683 1.848 0.799
H 1.876 2.074 -3.411
H 3.447 2.549 -2.720
H 0.670 -4.203 -1.113
H 2.385 -3.913 -0.709
H 2.688 -1.679 0.761
H 3.608 0.747 3.297
H 4.018 -0.755 2.437
```

The SMILES is COc1ccc(OC)c(Cc2nnc(CCC(=O)N[C@H]3[C@@H]4C[C@H]5C[C@@H](C4)C[C@@H]3C5)o2)c1. Its net charge is 0. As for the gap between HOMO and LUMO: 9.0 eV. As for the HOMO energy: -0.3043 Ha. For the LUMO energy, the calculation gives 0.738 eV.

These are the Mulliken partial charges, in e, on atoms 1 to 8:
1. C -0.513
2. H 0.098
3. O -0.491
4. C 0.281
5. C 0.143
6. C -0.282
7. C 0.305
8. C -0.246

How far above the most stable structure does each one sit? In eV: 1 1.588; 2 0.000.

## 1
This record from the Open Molecules 2025 dataset describes a cluster of 11 separate species, H24NO10 in total. The level of theory is ωB97M-V/def2-TZVPD.

The geometry in XYZ format:
```
35
H24NO10 ωB97M-V/def2-TZVPD
N 25.943 -12.668 35.236
H 26.825 -11.902 35.281
H 26.125 -13.385 35.966
H 26.056 -13.098 34.310
H 25.107 -11.976 35.487
O 26.515 -15.785 34.773
H 26.237 -16.684 34.630
H 27.251 -15.808 35.433
O 27.390 -12.675 32.423
H 27.642 -13.506 32.042
H 28.045 -12.072 32.192
O 23.279 -10.852 34.271
H 23.732 -10.094 34.340
H 22.460 -10.797 34.700
O 29.652 -9.801 35.522
H 29.905 -9.127 34.749
H 28.691 -9.789 35.261
O 26.640 -14.697 38.106
H 25.577 -14.705 37.883
H 26.585 -15.669 38.442
O 23.952 -13.154 33.025
H 23.691 -12.469 33.627
H 24.287 -12.678 32.233
O 28.287 -15.211 32.490
H 29.101 -15.309 33.055
H 27.538 -15.321 33.185
O 27.246 -10.086 34.131
H 27.739 -9.834 33.307
H 26.489 -9.468 34.074
O 26.451 -10.986 37.693
H 27.166 -10.430 38.109
H 26.280 -11.628 38.409
O 23.651 -13.287 37.693
H 23.291 -12.473 37.774
H 23.462 -13.897 38.285
```

Its net charge is +1. As for the gap between HOMO and LUMO: 10.6 eV. As for the HOMO energy: -0.5037 Ha. For the LUMO energy, the calculation gives -3.150 eV.

These are the Mulliken partial charges, in e, on atoms 1 to 8:
1. N -0.304
2. H 0.400
3. H 0.191
4. H 0.363
5. H 0.302
6. O -0.663
7. H 0.280
8. H 0.362

## 2
This record from the Open Molecules 2025 dataset describes a cluster of 11 separate species, H24NO10 in total. The level of theory is ωB97M-V/def2-TZVPD.

The geometry in XYZ format:
```
35
H24NO10 ωB97M-V/def2-TZVPD
N -0.098 0.004 0.102
H -0.656 0.657 0.512
H -0.514 -0.065 -0.866
H -0.325 -0.884 0.455
H 0.730 0.388 -0.076
O 2.369 -0.977 1.775
H 2.499 -1.921 1.450
H 3.350 -0.664 1.637
O -1.638 0.492 -2.290
H -2.322 0.760 -1.744
H -0.996 1.200 -2.464
O -3.075 1.351 -0.441
H -3.929 1.049 -0.243
H -2.885 1.935 0.336
O -1.606 -2.979 0.970
H -1.482 -3.589 1.597
H -2.419 -3.254 0.608
O 2.128 0.741 -1.255
H 3.046 0.628 -1.290
H 2.072 0.974 -2.126
O 0.784 -2.945 -0.411
H 1.428 -3.706 -0.218
H -0.061 -3.290 0.123
O -1.567 0.797 3.174
H -2.023 -0.015 3.749
H -0.816 0.764 3.685
O 2.364 2.888 1.496
H 1.535 2.827 0.932
H 3.167 2.607 1.087
O 0.066 2.506 0.004
H -0.420 3.162 0.416
H 0.391 3.027 -0.688
O 0.356 -1.327 -3.644
H 1.007 -1.669 -3.037
H -0.446 -1.487 -3.332
```

Its net charge is +1. As for the gap between HOMO and LUMO: 10.7 eV. As for the HOMO energy: -0.5021 Ha. For the LUMO energy, the calculation gives -2.943 eV.

These are the Mulliken partial charges, in e, on atoms 1 to 8:
1. N -0.037
2. H 0.301
3. H 0.282
4. H 0.187
5. H 0.318
6. O -0.635
7. H 0.317
8. H 0.313

How far above the most stable structure does each one sit? In eV: 1 0.000; 2 0.574.